{"formula": "C25H16Br4ClN6O6ReSSe", "method": "ωB97M-V with the def2-TZVPD basis set", "species": ["Re", "Br", "C", "C", "Br", "C", "Br", "C", "O", "C", "O", "C", "Br", "O", "C", "O", "C", "C", "Cl", "N", "N", "C", "C", "O", "O", "C", "C", "C", "C", "C", "C", "H", "H", "H", "H", "H", "H", "Se", "N", "C", "C", "C", "C", "C", "C", "N", "H", "H", "H", "H", "C", "N", "C", "N", "S", "H", "H", "H", "H", "H", "H"], "positions_angstrom": [[-0.054, -0.292, -0.400], [5.715, -3.398, -2.578], [4.477, -2.114, -1.995], [4.847, -0.768, -1.884], [6.588, -0.221, -2.318], [3.923, 0.182, -1.445], [4.328, 2.004, -1.235], [2.637, -0.222, -1.131], [1.672, 0.608, -0.693], [2.268, -1.561, -1.245], [0.999, -1.851, -0.871], [3.180, -2.514, -1.666], [2.597, -4.299, -1.746], [-2.294, 3.665, -4.175], [-2.133, 4.240, -2.994], [-2.408, 5.389, -2.792], [-1.586, 3.398, -1.875], [-1.308, 3.881, -0.599], [-1.394, 5.446, 0.013], [-0.867, 2.860, 0.166], [-0.837, 1.722, -0.557], [-1.240, 2.047, -1.788], [-1.163, 0.954, -2.797], [-1.621, 1.058, -3.916], [-0.563, -0.115, -2.357], [-0.334, 2.948, 1.493], [-1.153, 3.391, 2.521], [-0.615, 3.508, 3.792], [0.718, 3.180, 4.018], [1.522, 2.746, 2.974], [1.003, 2.637, 1.691], [-2.080, 2.702, -4.174], [-2.187, 3.641, 2.327], [-1.234, 3.857, 4.606], [1.132, 3.274, 5.012], [2.562, 2.507, 3.149], [1.620, 2.322, 0.859], [-0.966, 0.057, 2.853], [0.208, -0.722, 1.714], [0.683, -1.826, 2.320], [1.705, -2.698, 1.850], [2.052, -3.762, 2.619], [1.439, -4.040, 3.882], [0.490, -3.219, 4.385], [0.097, -2.080, 3.616], [-0.795, -1.204, 4.040], [2.204, -2.512, 0.917], [2.834, -4.421, 2.267], [1.761, -4.906, 4.441], [0.026, -3.381, 5.347], [-3.524, -2.038, -3.768], [-2.692, -1.846, -2.590], [-3.122, -1.875, -1.349], [-4.396, -2.170, -1.088], [-2.114, -1.582, 0.035], [-3.002, -1.608, -4.618], [-4.472, -1.512, -3.652], [-3.706, -3.097, -3.958], [-1.707, -1.653, -2.725], [-5.012, -2.530, -1.798], [-4.710, -2.182, -0.132]], "lowdin_charge": [1.49, 0.76, -0.74, -0.74, 0.77, -0.64, 0.81, -0.37, -0.27, -0.39, -0.29, -0.65, 0.82, 0.15, -0.49, 0.11, -0.01, -0.55, 0.90, -0.04, 0.00, -0.10, -0.50, 0.12, -0.18, -0.29, -0.08, -0.07, -0.06, -0.05, -0.03, 0.07, 0.12, 0.12, 0.12, 0.12, 0.10, 1.21, -0.39, -0.31, 0.00, -0.02, -0.04, 0.00, -0.36, -0.19, 0.09, 0.12, 0.12, 0.12, -0.03, -0.01, -0.76, 0.13, 0.67, 0.10, 0.10, 0.10, 0.11, 0.11, 0.11], "e_lumo_ha": [-0.15786, -0.17438], "s_squared": 3.772, "de_lowest_ev": 0.797, "molar_mass_g_mol": 1148.74, "homo_lumo_gap_ev": [6.28, 6.01], "total_energy_ev": -418410.78867, "e_homo_ev": [-10.57, -10.76], "multiplicity": 4, "total_charge": 1}